Entry 1:
Below is a structure of composition C18H14IMnN4O2, with properties calculated with ωB97M-V with the def2-TZVPD basis set.

The geometry in XYZ format:
```
40
Properties=species:S:1:pos:R:3
Mn -0.5867 -0.5721 -1.0233
O 3.8091 -1.0804 -1.3346
C 4.0051 -1.1254 -0.0061
C 5.3272 -1.1786 0.4357
C 5.6095 -1.2249 1.7816
C 4.5840 -1.2198 2.7313
C 3.2795 -1.1673 2.3086
C 2.9592 -1.1160 0.9398
C 1.5631 -1.0501 0.5317
O 1.2718 -1.0397 -0.7539
N 0.6170 -1.0371 1.4621
N -0.5864 -0.9595 0.8543
C -1.7008 -1.1516 1.4609
C -2.8659 -1.1111 0.5812
C -4.1634 -1.3193 1.0180
C -5.1967 -1.3096 0.0939
C -4.9046 -1.0901 -1.2442
C -3.5857 -0.8820 -1.6069
N -2.5833 -0.8893 -0.7264
H 2.8474 -1.0746 -1.4933
H 6.1112 -1.1862 -0.3092
H 6.6415 -1.2688 2.1050
H 4.8152 -1.2611 3.7862
H 2.4678 -1.1666 3.0220
H -1.7522 -1.3781 2.5197
H -4.3522 -1.4947 2.0683
H -6.2168 -1.4744 0.4131
H -5.6791 -1.0778 -1.9968
H -3.3112 -0.6975 -2.6380
I -0.2576 0.4472 -3.6723
C -0.5565 1.9763 -2.2618
C -0.5214 3.3227 -2.5470
C -0.7641 4.1955 -1.4952
C -1.0289 3.6938 -0.2317
C -1.0285 2.3253 -0.0424
N -0.7912 1.4708 -1.0462
H -0.3032 3.6773 -3.5432
H -0.7403 5.2634 -1.6663
H -1.2256 4.3540 0.6003
H -1.2060 1.8776 0.9251
```

Properties
Highest occupied orbital energy (spin up / spin down) ... -10.62 / -10.62 eV
E_LUMO (spin up / spin down) ... -3.93 / -3.83 eV
Expectation value of S² ... 1.154
Total charge ... +1
2S+1 ... 2
HOMO-LUMO gap (spin up / spin down) ... 0.2458 / 0.2494 hartree

Entry 2:
Below is a structure of composition C18H14MoN6O8P2, with properties calculated with ωB97M-V with the def2-TZVPD basis set.

The geometry in XYZ format:
```
49
Properties=species:S:1:pos:R:3
Mo -2.2544 0.3295 -0.4332
C -1.4155 3.4723 -3.4176
C -2.0574 2.5648 -2.5790
N -1.3450 1.9048 -1.6762
C -0.0292 2.1238 -1.5652
C 0.5765 3.0433 -2.4091
N -0.1154 3.7022 -3.3285
C 0.6175 1.3380 -0.5112
C 1.9614 1.3510 -0.2336
C 2.4743 0.5489 0.7948
C 1.5697 -0.2262 1.5240
C 0.2321 -0.1938 1.2134
N -0.2449 0.5659 0.2027
C -0.8182 -0.8927 1.9470
C -0.6503 -1.6807 3.0631
N -1.6845 -2.2306 3.6994
C -2.8925 -1.9775 3.2434
C -3.1040 -1.1871 2.1094
N -2.0596 -0.6769 1.4629
C 3.9106 0.5320 1.1048
C 4.5296 -0.6368 1.5395
C 5.8897 -0.6002 1.8113
N 6.6255 0.4999 1.6977
C 6.0291 1.6159 1.2925
C 4.6809 1.6844 0.9731
H -1.9750 4.0155 -4.1684
H -3.1210 2.3740 -2.6391
H 1.6361 3.2566 -2.3459
H 2.6305 1.9569 -0.8270
H 1.9197 -0.8307 2.3476
H 0.3325 -1.8821 3.4684
H -3.7396 -2.4068 3.7625
H -4.0953 -0.9872 1.7366
H 3.9892 -1.5704 1.6283
H 6.4077 -1.4952 2.1339
H 6.6542 2.4976 1.2211
H 4.2486 2.6299 0.6723
O -5.3452 -2.2921 -1.8676
P -4.0648 -2.3407 -0.9860
O -4.0191 -3.1834 0.1953
O -3.7904 -0.7969 -0.6256
O -2.9535 -2.6276 -2.1143
P -1.4904 -2.0330 -1.9182
O -0.6450 -2.6152 -3.0682
O -0.9751 -2.1564 -0.5493
O -1.6908 -0.4629 -2.1551
H -6.1070 -2.7813 -1.5220
H -1.0779 -2.8854 -3.8910
O -3.1544 1.6425 -0.0136
```

Properties
Highest occupied orbital energy ... -14.74 eV
E_LUMO ... -8.97 eV
Energy relative to the best compared isomer or geometry (same formula, charge and spin) ... 0.000 eV
Total charge ... +2
HOMO-LUMO gap ... 0.2121 hartree

Entry 3:
Below is a structure of composition C18H15Cl5NO8Ti, with properties calculated with ωB97M-V with the def2-TZVPD basis set.

The geometry in XYZ format:
```
48
Properties=species:S:1:pos:R:3
Ti 0.2517 0.0412 -1.0009
O 4.0037 0.3870 -1.3503
C 3.0621 0.2479 -0.6380
O 1.8681 0.8754 -0.8493
C 3.0149 -0.6296 0.6038
C 2.0024 -0.0628 1.6009
C 2.1138 -0.7191 2.9657
C 1.5082 -2.1173 2.7039
C 1.1689 -2.0443 1.2272
O 0.7605 -0.6413 1.0575
C 2.4181 -2.0697 0.3378
C 1.9665 -2.2855 -1.0905
O 2.5143 -2.9268 -1.9265
O 0.7766 -1.6455 -1.3310
H 4.0267 -0.6892 0.9982
H 1.9098 1.0174 1.5966
H 3.1520 -0.7539 3.2925
H 1.5433 -0.1681 3.7093
H 2.1957 -2.9361 2.9091
H 0.6063 -2.2762 3.2903
H 0.3581 -2.6866 0.8983
H 3.1265 -2.8536 0.5928
Cl -1.8995 -0.8189 -3.4544
C -2.4046 0.8421 -3.1946
Cl -1.0552 1.8521 -2.5716
H -3.1904 0.8631 -2.4499
H -2.7097 1.2840 -4.1350
O -1.5220 3.2889 2.0350
C -2.5955 2.4889 1.9964
C -3.6955 2.8613 2.7717
C -4.8274 2.0792 2.7763
C -4.9121 0.9027 2.0182
C -3.8384 0.5278 1.2548
C -2.6676 1.3110 1.2288
C -1.5591 0.8944 0.4152
O -0.4575 1.5308 0.3321
O -1.6005 -0.1696 -0.3250
H -0.8284 2.9331 1.4546
H -3.6293 3.7683 3.3561
H -5.6712 2.3828 3.3827
H -5.8101 0.3026 2.0390
H -3.8654 -0.3770 0.6621
Cl 4.2800 -0.9405 -4.5798
C 2.6445 -0.7580 -5.1801
Cl 1.9948 -2.2823 -5.7781
Cl 2.5511 0.4974 -6.4204
C 1.7887 -0.3278 -4.0531
N 1.1322 0.0004 -3.1784
```

Properties
Highest occupied orbital energy ... -11.70 eV
E_LUMO ... -4.39 eV
Energy relative to the best compared isomer or geometry (same formula, charge and spin) ... 0.133 eV
Total charge ... +1
HOMO-LUMO gap ... 0.2688 hartree

Entry 4:
Below is a structure of composition C18H15ClO4 at a distorted geometry, with properties calculated with ωB97M-V with the def2-TZVPD basis set.

The geometry in XYZ format:
```
38
Properties=species:S:1:pos:R:3
O 0.0779 -0.0882 -0.5222
C 0.3177 -0.6198 0.4651
O -0.4534 -0.2598 1.4987
C -1.6929 0.4240 1.2426
H -2.1244 0.5566 2.0926
C -2.8356 -0.4304 0.5167
O -2.6568 -1.6237 0.3482
C -4.0330 0.3925 -0.0550
C -4.9687 -0.2867 -0.8438
C -6.0474 0.2462 -1.1715
C -6.4309 1.7873 -0.7444
C -5.5875 2.3709 -0.0524
C -4.2859 1.4939 0.3518
H -3.6105 2.3142 1.1364
H -5.7182 3.2679 0.2329
H -7.3568 2.0328 -0.9585
H -6.7412 -0.4069 -1.7427
H -4.7096 -1.3738 -0.9670
H -1.3529 1.4544 0.6372
C 1.2389 -1.5300 0.9527
C 1.8251 -2.2540 -0.4946
C 3.2668 -2.1508 -0.2385
O 4.0174 -3.1588 -0.3828
C 3.9947 -0.8718 -0.1435
C 5.3917 -0.7259 -0.1559
C 6.1714 0.3154 0.1674
C 5.4532 1.2918 -0.1524
C 4.1569 1.6344 -0.6009
C 3.3497 0.2421 -0.5385
H 2.4394 0.2537 -0.9165
H 3.6476 2.5115 -0.8817
Cl 6.2652 2.9470 -0.1674
H 7.1493 0.3482 0.5159
H 5.8522 -1.9599 0.3073
H 1.5025 -3.3500 -0.4758
H 1.5688 -1.5150 -1.2575
H 2.0535 -0.9899 1.1972
H 0.8658 -2.2893 1.8006
```

Properties
Highest occupied orbital energy ... -9.31 eV
E_LUMO ... -0.08 eV
Energy relative to the best compared isomer or geometry (same formula, charge and spin) ... 9.763 eV
Total charge ... 0
HOMO-LUMO gap ... 0.3390 hartree

Entry 5:
Below is a structure of composition C18H15F5N6PPtS at a distorted geometry, with properties calculated with ωB97M-V with the def2-TZVPD basis set.

The geometry in XYZ format:
```
47
Properties=species:S:1:pos:R:3
Pt -1.0392 0.2554 -0.0436
C 3.8622 -0.4736 -2.6836
N 2.5058 0.0046 -2.3791
C 1.8147 0.8270 -3.2420
C 0.6236 1.0903 -2.6301
N 0.5602 0.4011 -1.4401
C 1.7021 -0.2651 -1.3178
P 2.1444 -1.2959 0.1320
C 1.7307 -0.0616 1.4169
N 0.6143 0.6360 1.4240
C 0.7554 1.5552 2.4126
C 1.9164 1.3693 3.0801
N 2.5613 0.3172 2.4142
C 3.9596 0.0264 2.5658
C 0.6485 -2.3340 0.2544
N -0.5980 -1.8718 0.1832
C -1.4668 -2.9385 0.2608
C -0.6879 -4.0901 0.4105
N 0.6191 -3.6857 0.3691
C 1.7772 -4.5874 0.3525
H 4.4248 -0.5148 -1.7611
H 3.8084 -1.4215 -3.2177
H 4.2746 0.2864 -3.3717
H 2.2143 1.1033 -4.1963
H -0.2188 1.6768 -2.9409
H -0.0849 2.1832 2.6421
H 2.4305 1.8704 3.8609
H 4.2093 -0.3636 3.5270
H 4.2321 -0.7984 1.8755
H 4.6121 0.8760 2.3976
H -2.5538 -2.8573 0.1528
H -0.9766 -5.0939 0.6222
H 1.7492 -5.1956 -0.5724
H 2.7758 -4.0358 0.3719
H 1.7948 -5.2585 1.2059
F -6.1534 5.0661 -0.4389
C -5.4558 3.9305 -0.3368
C -4.0626 3.9882 -0.2342
F -3.4083 5.1631 -0.2696
C -3.3775 2.7815 -0.0846
F -2.0007 2.8532 0.0093
C -3.9894 1.5636 -0.0179
S -3.2220 -0.0428 0.0806
C -5.4227 1.5367 -0.1354
F -6.0350 0.3517 -0.1133
C -6.1309 2.7124 -0.2115
F -7.4367 2.7604 -0.3837
```

Properties
Highest occupied orbital energy (spin up / spin down) ... -10.11 / -10.95 eV
E_LUMO (spin up / spin down) ... -2.66 / -3.35 eV
Expectation value of S² ... 2.011
Energy relative to the best compared isomer or geometry (same formula, charge and spin) ... 0.442 eV
Total charge ... +1
2S+1 ... 3
HOMO-LUMO gap (spin up / spin down) ... 0.2739 / 0.2795 hartree

Entry 6:
Below is the ion C18H15N2O6S3 with charge -1 at a distorted geometry, with properties calculated with ωB97M-V with the def2-TZVPD basis set.

The geometry in XYZ format:
```
44
Properties=species:S:1:pos:R:3
O 3.3402 2.2735 1.5323
C 2.3532 2.7674 1.0329
N 2.3931 3.6085 -0.1176
C 2.3302 4.9469 0.2340
S 3.3512 6.1581 -0.3098
N 1.3704 5.1502 1.2037
C 0.5513 4.1765 1.8282
O -0.3939 4.5306 2.5150
C 0.9441 2.7098 1.5991
C -0.0918 2.1137 0.7007
C 0.0910 0.7886 0.0714
S -0.9421 0.4459 -1.2952
O -1.6769 1.6307 -1.6765
O -0.2065 -0.3059 -2.2901
C -2.1858 -0.7203 -0.6997
C -2.0527 -2.0746 -1.0007
C -3.0429 -2.9739 -0.6025
C -4.1976 -2.5088 0.0305
C -4.3371 -1.1445 0.3064
C -3.3221 -0.2447 -0.0344
S 1.5634 -0.1687 0.2349
O 1.8193 -0.2781 1.6604
O 2.5548 0.3764 -0.6748
C 1.3468 -1.9102 -0.2785
C 1.7366 -2.3333 -1.5551
C 1.6118 -3.6802 -1.9161
C 1.1135 -4.6091 -0.9991
C 0.7334 -4.1906 0.2797
C 0.8821 -2.8502 0.6525
H 3.1528 3.3723 -0.7505
H 1.2238 6.1151 1.4962
H 0.9982 2.2115 2.5756
H -0.2607 2.8278 -0.1325
H -1.0277 2.0736 1.2973
H -1.1672 -2.4162 -1.5351
H -2.9074 -4.0323 -0.8184
H -4.9958 -3.2052 0.2910
H -5.2453 -0.7679 0.7759
H -3.4046 0.8209 0.1860
H 2.1263 -1.6081 -2.2690
H 1.9058 -3.9899 -2.9218
H 1.0319 -5.6602 -1.2786
H 0.3230 -4.9054 0.9968
H 0.6101 -2.5200 1.6556
```

Properties
Highest occupied orbital energy ... -4.25 eV
E_LUMO ... 2.54 eV
SMILES ... O=C1NC(=S)NC(=O)C1CC(S(=O)(=O)c1ccccc1)=[S@](=O)([O-])c1ccccc1
Total charge ... -1
HOMO-LUMO gap ... 0.2495 hartree

no.,energy (eV)
1,-68363.511
2,-64640.431
3,-122504.670
4,-39609.942
5,-64801.057
6,-66681.083